(1)
Molecular formula: C41H33BrF4N6OPRhS
Method: DFT, ωB97M-V with the def2-TZVPD basis set

XYZ file:
```
89
C41H33BrF4N6OPRhS, DFT ωB97M-V with the def2-TZVPD basis set
Rh 0.80173 0.32184 -0.20963
N -5.52481 3.45617 6.15986
C -4.59136 3.18444 5.54541
C -3.42079 2.84056 4.76917
C -3.14517 1.50817 4.47129
C -2.01696 1.18812 3.74166
C -1.13993 2.17508 3.27431
C -1.43031 3.50659 3.59171
C -2.55326 3.83747 4.33166
C 0.07205 1.76736 2.53541
C 0.44719 2.44951 1.33805
C -0.16031 3.61654 0.80572
C 0.67481 4.09843 -0.20178
C 1.73758 3.20195 -0.27965
N 1.63817 2.21058 0.64770
C 0.92725 0.86291 3.26409
C 1.09923 0.84972 4.64103
C 2.19640 0.00458 4.93993
C 2.64782 -0.49930 3.75281
N 1.87920 0.01600 2.72720
H -3.82339 0.73381 4.80687
H -1.79839 0.15174 3.51407
H -0.74523 4.28476 3.28513
H -2.75602 4.86962 4.58610
H -1.10001 4.04562 1.11745
H 0.52521 4.97821 -0.81184
H 2.59030 3.23353 -0.94745
H 0.52517 1.44035 5.33799
H 2.61779 -0.19662 5.91242
H 3.43848 -1.20255 3.54607
F -0.70560 -0.96316 -7.89074
C -0.42232 -1.13305 -6.60243
C 0.81114 -1.59358 -6.21548
F 1.72291 -1.89679 -7.13763
C 1.09940 -1.76836 -4.86767
F 2.30623 -2.29899 -4.63721
C 0.19340 -1.47058 -3.85635
P 0.63433 -1.32867 -2.02263
C 2.37022 -1.88531 -1.96678
C 3.33642 -0.92206 -2.25178
C 4.68343 -1.23529 -2.18809
C 5.07813 -2.51029 -1.80147
C 4.12188 -3.46944 -1.50004
C 2.77161 -3.16016 -1.59191
C -0.39206 -2.69228 -1.38437
C -1.22828 -2.44824 -0.29753
C -2.08242 -3.43636 0.16799
C -2.11225 -4.67696 -0.45625
C -1.29569 -4.92474 -1.55128
C -0.44460 -3.93309 -2.01716
C -1.06588 -1.04030 -4.29277
Br -2.49163 -0.73174 -3.09945
C -1.37203 -0.88232 -5.63261
F -2.58137 -0.48667 -6.03185
H 3.02908 0.08292 -2.52242
H 5.42619 -0.48407 -2.42592
H 6.13051 -2.75321 -1.72987
H 4.42692 -4.46228 -1.19380
H 2.03257 -3.91851 -1.36420
H -1.23125 -1.47026 0.17158
H -2.73073 -3.23599 1.01194
H -2.78009 -5.44854 -0.09514
H -1.32855 -5.88631 -2.04774
H 0.18057 -4.12459 -2.88268
C 4.00190 0.39571 0.90746
O 3.07824 -0.69186 0.81114
C 1.83206 -0.64572 1.43352
C 1.37743 -2.07995 1.62838
H 3.83041 0.99843 1.79346
H 3.92086 1.03494 0.03067
H 4.99109 -0.05953 0.93887
H 1.36865 -2.63715 0.69393
H 0.37794 -2.09001 2.06298
H 2.05712 -2.58932 2.31902
C -4.58481 0.87267 1.02882
C -4.38166 2.07639 0.11482
C -3.07182 2.02129 -0.61478
N -2.08664 1.26637 -0.29227
N -0.98204 1.42862 -1.11742
C -1.18149 2.29891 -2.05711
N -0.26356 2.57886 -3.01173
S -2.73949 3.02785 -2.00081
H -5.55792 0.93500 1.51657
H -3.81358 0.83844 1.79642
H -4.53757 -0.05891 0.46159
H -4.40627 2.99941 0.70062
H -5.19055 2.14785 -0.61533
H 0.67970 2.27293 -2.84284
H -0.42064 3.31289 -3.67498
```

Values from the calculation:
LUMO (spin up / spin down) in eV: -0.14 / -0.66
<S²>: 6.04
Relative energy (zero: lowest compared OMol25 entry of this formula, charge and spin) in kJ/mol: 41.8
2S+1: 5
Total charge: 0

---

(2)
Molecular formula: C41H34FeP2S5Si
Method: DFT, ωB97M-V with the def2-TZVPD basis set

XYZ file:
```
84
C41H34FeP2S5Si, DFT ωB97M-V with the def2-TZVPD basis set
Fe -1.47205 -17.67094 -10.10590
C -4.71340 -18.73388 -10.31462
Si -3.68226 -17.22088 -10.67704
C -3.74077 -16.90263 -12.56289
C -4.87579 -16.80897 -13.37171
C -4.76464 -16.92828 -14.76602
C -3.53144 -17.14791 -15.39208
C -2.40071 -17.32978 -14.58370
C -2.49607 -17.19036 -13.18029
P -1.06719 -17.00445 -12.16583
C 0.28182 -18.04636 -12.78056
C 1.62051 -17.73293 -12.56233
C 2.64478 -18.62346 -12.83567
C 2.31989 -19.82631 -13.51434
C 0.98990 -20.19023 -13.75847
C -0.00652 -19.32319 -13.24735
C -0.88399 -15.20941 -12.59667
C 0.11936 -14.80719 -13.47420
C 0.33569 -13.45002 -13.69193
C -0.47130 -12.50464 -13.10798
C -1.57484 -12.93639 -12.35068
C -1.79381 -14.28995 -12.10380
C -4.22162 -15.65876 -9.79819
C -5.38623 -14.96926 -10.18314
C -5.75521 -13.81183 -9.46437
C -4.95812 -13.40737 -8.35804
C -3.74784 -14.07261 -8.02106
C -3.36931 -15.18796 -8.79958
P -1.89127 -16.16746 -8.61093
C -0.57289 -14.94491 -8.32657
C -0.46053 -14.22501 -7.13201
C 0.64556 -13.39444 -6.92978
C 1.55263 -13.17330 -7.95495
C 1.46988 -13.94162 -9.11739
C 0.42988 -14.82910 -9.27062
C -2.01177 -16.96119 -6.99986
C -3.22303 -17.04646 -6.30355
C -3.24163 -17.34472 -4.97613
C -2.10831 -17.98976 -4.39245
C -0.92256 -18.15203 -5.11911
C -0.87579 -17.56662 -6.40852
H -5.62998 -18.42762 -9.78875
H -4.14951 -19.41626 -9.71347
H -5.03894 -19.19445 -11.25991
H -5.91479 -16.72449 -13.00696
H -5.70738 -16.72912 -15.30405
H -3.53097 -17.16382 -16.48003
H -1.45876 -17.53821 -15.03196
H 1.80875 -16.71930 -12.18995
H 3.69705 -18.43761 -12.62051
H 3.14191 -20.53382 -13.74216
H 0.69815 -21.15200 -14.23977
H -1.03370 -19.69061 -13.07853
H 0.83981 -15.53949 -13.88459
H 1.18902 -13.24656 -14.39710
H -0.31797 -11.42928 -13.25396
H -2.25393 -12.23948 -11.84997
H -2.69783 -14.53208 -11.52664
H -6.05494 -15.39342 -10.99457
H -6.69449 -13.36044 -9.65139
H -5.16759 -12.53109 -7.75918
H -3.13375 -13.73870 -7.20824
H -1.14254 -14.39581 -6.30051
H 0.73560 -12.88971 -5.95660
H 2.36242 -12.44249 -7.82418
H 2.23569 -14.03051 -9.91816
H 0.39897 -15.52222 -10.16206
H -4.12930 -16.65332 -6.73410
H -4.12662 -17.05762 -4.40217
H -2.12930 -18.38839 -3.35985
H 0.01525 -18.60729 -4.76639
H 0.07461 -17.56416 -6.97466
C 0.05939 -23.62562 -10.71608
S -0.11014 -22.01174 -11.58611
C 0.94849 -21.04589 -10.54719
C 0.56356 -20.01548 -9.67075
S -1.05904 -19.56776 -9.46724
S 1.75821 -19.31803 -8.69079
C 3.18992 -20.12010 -9.45772
S 4.75283 -19.91583 -9.07184
S 2.68877 -21.20494 -10.77454
H -0.20808 -24.43164 -11.38228
H -0.61648 -23.63430 -9.88961
H 1.11092 -23.61670 -10.55365
```

Values from the calculation:
LUMO (spin up / spin down) in eV: 0.16 / -0.46
<S²>: 6.04
Relative energy (zero: lowest compared OMol25 entry of this formula, charge and spin) in kJ/mol: 0.0
2S+1: 5
Total charge: 0